1.
{"formula": "C3H4IN2OP", "method": "ωB97M-V/def2-TZVPD", "species": ["C", "C", "C", "N", "N", "O", "P", "I", "H", "H", "H", "H"], "xyz": [[1.293, 0.740, 0.641], [1.504, -0.511, 0.040], [0.053, 1.257, 0.434], [0.548, -0.874, -0.723], [-1.868, -0.647, -0.163], [0.277, -1.959, -1.318], [-0.713, 0.404, -0.922], [-0.821, 3.000, 1.237], [2.093, 1.098, 1.267], [2.418, -1.079, 0.085], [-2.125, -1.446, -0.645], [-2.659, 0.018, 0.067]], "mulliken_charge": [-0.53, -0.14, -0.05, 0.50, -0.52, -0.71, 0.04, 0.10, 0.39, 0.44, 0.25, 0.25], "de_lowest_kj_mol": 8.2, "gap_ha": [0.287, 0.287], "fmax_ev_per_a": 4.79}

***

2.
{"formula": "C3H4INO", "method": "ωB97M-V/def2-TZVPD", "species": ["C", "C", "C", "N", "O", "I", "H", "H", "H", "H"], "xyz": [[0.646, 0.314, -0.129], [-0.967, -0.485, -3.879], [-0.577, 0.051, 0.615], [1.621, 0.503, -0.699], [-0.424, -1.445, -3.648], [3.240, -1.114, -3.193], [-1.274, 0.957, 0.494], [-0.979, -0.864, 0.132], [-0.325, 0.217, 1.675], [3.062, 0.102, -2.004]], "mulliken_charge": [0.25, 0.08, -0.74, -0.34, -0.08, -0.21, 0.26, 0.25, 0.30, 0.23], "de_lowest_kj_mol": 58.7, "gap_ha": 0.361, "fmax_ev_per_a": 2.30}